Here is CuI3 as an isolated structure from the Open Molecules 2025 dataset. Energies are from wB97M-V/def2-TZVPD.

XYZ file:
```
4
Properties=species:S:1:pos:R:3:forces:R:3:nbo_charge:R:1
I -0.357667 2.147965 -1.672525 -0.149 -0.811 0.557 -0.076
Cu -0.705037 -0.269465 -0.274165 0.854 0.501 0.843 0.699
I -0.604637 0.080995 2.536285 0.087 -0.244 -1.687 -0.488
I 1.667343 -1.959495 -0.589595 -0.792 0.554 0.287 -0.135
```
Forces are in eV/Å.

## Properties
- Multiplicity: 3
- Highest occupied orbital energy (spin up / spin down): -9.35 / -8.99 eV
- Orbital gap (spin up / spin down): 8.595 / 4.652 eV
- E_LUMO (spin up / spin down): -0.751 / -4.336 eV
- E: -68940.9402 eV